Version P
The following is a DFT calculation (ωB97M-V/def2-TZVPD) of a 2-piece molecular cluster, C8H11NO2S3 overall.

Cartesian coordinates (Å):
C1 -3.015 2.586 -0.199
O1 -2.078 -1.021 1.403
O2 -2.149 0.345 -0.352
C2 -2.801 1.254 0.637
H1 -3.049 2.244 -1.217
S1 -1.568 -3.451 -0.130
S2 1.073 -0.106 -0.933
H2 -2.291 1.296 1.583
H3 3.025 1.099 -1.471
H4 3.453 -0.696 -1.535
H5 -1.440 -1.641 -1.870
H6 -3.873 3.175 0.087
C3 -1.467 -1.869 -0.752
C4 3.399 0.079 0.445
S3 1.602 -2.874 0.095
C5 -1.946 -0.892 0.198
H7 -2.196 3.253 0.046
C6 2.904 0.099 -1.038
H8 3.325 -0.905 0.995
N1 5.863 0.727 0.666
H9 -1.384 -2.990 1.123
C7 4.770 0.420 0.610
C8 0.766 -1.634 -0.401
H10 -3.730 0.704 0.836
H11 2.806 0.794 1.173

The HOMO energy is -0.3057 Ha. As for the HOMO-LUMO gap: 7.69 eV. The value obtained for the molar mass is 249.4 g/mol.

=====

Version Q
The following is a DFT calculation (ωB97M-V/def2-TZVPD) of a single C8H11NO2S3 molecule.

Cartesian coordinates (Å):
C1 2.391 -0.320 -1.309
S1 -1.656 -0.854 -0.314
H1 -2.067 -1.341 2.011
H2 4.273 -0.329 -0.124
N1 -1.109 0.601 0.195
H3 0.288 -0.002 -2.059
S2 2.636 -1.997 -0.815
C2 0.497 0.710 0.001
H4 -1.145 2.523 0.117
C3 3.135 -0.492 -0.030
C4 2.435 -0.102 1.257
H5 -2.208 1.789 -1.217
C5 1.077 0.294 -1.316
C6 -1.885 1.799 -0.204
H6 2.840 -0.515 2.101
O1 -2.477 -0.536 -1.459
C7 -2.716 -1.353 1.080
H7 2.923 -0.013 -2.236
H8 -3.498 -0.621 1.158
C8 1.178 0.371 1.229
H9 0.653 0.765 2.101
S3 1.021 2.099 -0.950
O2 -0.541 -1.780 -0.502
H10 -2.821 1.682 0.406
H11 -3.222 -2.380 0.878

The HOMO energy is -0.3180 Ha. As for the structure (SMILES): CN([C@@]12C=C[C@H]3S[C@H]3[C@@H]1S2)S(C)(=O)=O. As for the HOMO-LUMO gap: 9.12 eV. The value obtained for the molar mass is 249.4 g/mol.

=====

Most stable to least stable: version P, version Q

=====

Version P
The following is a DFT calculation (ωB97M-V/def2-TZVPD) of C7H13O as an isolated structure.

Cartesian coordinates (Å):
H1 2.208 4.897 0.332
C1 -1.878 -2.662 0.262
C2 0.074 -1.178 0.237
H2 -0.885 -3.204 -0.171
H3 2.748 5.379 0.522
H4 -0.916 0.642 -1.517
H5 -1.971 -2.614 1.355
H6 0.434 -2.539 1.913
C3 -0.464 1.135 -0.638
H7 1.415 -2.874 0.461
C4 0.448 2.348 -0.978
H8 1.126 0.582 0.708
H9 -2.702 -3.137 -0.265
H10 -0.120 2.954 -1.735
H11 1.301 1.909 -1.564
C5 0.976 -2.075 1.068
C6 -1.011 -1.846 -0.473
O1 0.832 3.016 0.118
C7 0.310 0.134 0.151
H12 1.779 -1.512 1.546
H13 -1.267 1.553 -0.029

Its net charge is -1. The HOMO energy is -0.0894 Ha. As for the HOMO-LUMO gap: 5.75 eV. The value obtained for the molar mass is 113.2 g/mol.

=====

Version Q
The following is a DFT calculation (ωB97M-V/def2-TZVPD) of C7H13O as an isolated structure.

Cartesian coordinates (Å):
H1 2.291 0.520 1.232
H2 -4.736 0.606 -0.708
H3 3.084 -1.444 -0.906
C1 2.006 -0.368 0.605
H4 -3.955 -1.034 -0.905
C2 -4.075 -0.142 -0.237
H5 3.991 -1.310 0.597
H6 -0.134 1.719 0.477
H7 0.667 -0.595 -1.271
H8 1.695 -1.163 1.290
C3 -2.748 0.519 0.135
H9 1.772 0.561 -1.220
H10 -1.475 -0.690 -0.904
H11 2.166 1.128 1.702
C4 3.345 -0.658 -0.057
H12 -4.586 -0.437 0.705
C5 -0.237 0.667 0.057
C6 -1.498 0.159 -0.253
H13 -2.578 1.467 0.669
C7 1.070 0.012 -0.561
O1 3.934 0.484 -0.447

Its net charge is -1. The HOMO energy is -0.0669 Ha. As for the HOMO-LUMO gap: 4.11 eV. The value obtained for the molar mass is 113.2 g/mol.

=====

Version R
The following is a DFT calculation (ωB97M-V/def2-TZVPD) of an isolated ion of composition C7H13O and charge -1.

Cartesian coordinates (Å):
H1 -1.816 -0.127 -0.084
H2 1.411 -2.791 -1.923
C1 0.799 -1.004 -0.970
C2 -0.892 0.288 0.323
C3 -0.641 1.670 -0.241
H3 2.721 -1.641 -1.731
H4 2.110 -2.614 -0.333
C4 1.849 -2.058 -1.228
H5 -2.728 2.147 -0.218
H6 1.764 -1.543 1.484
H7 0.460 -0.456 -1.846
C5 -1.794 2.670 0.123
H8 0.436 -0.862 2.394
H9 0.286 2.152 0.078
C6 0.236 -0.734 0.200
C7 0.688 -1.393 1.482
O1 -1.641 3.899 -0.380
H10 -0.599 1.680 -1.339
H11 -1.084 0.414 1.391
H12 0.212 -2.376 1.567
H13 -1.777 2.678 1.253

Its net charge is -1. The HOMO energy is -0.0776 Ha. As for the structure (SMILES): C/C=C(\C)CCC[O-]. As for the HOMO-LUMO gap: 5.47 eV. The value obtained for the molar mass is 113.2 g/mol.

=====

Most stable to least stable: version R, version P, version Q

=====

Version P
The following is a DFT calculation (ωB97M-V/def2-TZVPD) of a 2-piece molecular cluster, H3OS2 overall.

Cartesian coordinates (Å):
H1 0.494 3.018 0.128
S1 -0.142 -2.726 -0.269
H2 0.071 1.691 1.080
O1 0.676 2.416 0.975
S2 -2.013 -2.393 -0.933
H3 0.916 -2.006 -0.982

Its net charge is -1. The HOMO energy is -0.0743 Ha. As for the HOMO-LUMO gap: 5.48 eV. The value obtained for the molar mass is 83.2 g/mol.

=====

Version Q
The following is a DFT calculation (ωB97M-V/def2-TZVPD) of a 2-piece molecular cluster, H3OS2 overall.

Cartesian coordinates (Å):
O1 0.992 -0.830 1.752
S1 -0.064 0.565 -1.780
S2 -1.370 0.350 -0.180
H1 0.572 -0.120 1.223
H2 0.465 -1.575 1.423
H3 -0.596 1.610 -2.439

Its net charge is -1. The HOMO energy is -0.0917 Ha. As for the HOMO-LUMO gap: 6.24 eV. The value obtained for the molar mass is 83.2 g/mol.

=====

Most stable to least stable: version Q, version P

=====

Version P
The following is a DFT calculation (ωB97M-V/def2-TZVPD) of a single C4H10ClO2P molecule.

Cartesian coordinates (Å):
O1 -0.902 -1.394 -1.178
C1 2.401 1.695 1.618
O2 -1.058 0.542 0.211
Cl1 1.494 -0.494 0.529
P1 -1.001 -1.046 0.353
H1 1.624 1.883 2.351
C2 2.711 0.242 1.428
H2 -2.705 1.809 0.300
H3 -0.543 -2.073 -2.841
H4 -1.759 1.737 -1.187
C3 -2.133 1.253 -0.371
C4 -1.042 -2.577 -1.926
H5 2.196 2.244 0.594
H6 -0.619 -3.370 -1.330
H7 -2.122 -2.757 -2.156
H8 -2.797 0.473 -0.861
H9 2.860 -0.319 2.389
H10 3.397 2.151 2.074

The HOMO energy (alpha / beta) is -0.2278 / -0.2863 Ha. As for the HOMO-LUMO gap (alpha / beta): 6.26 / 8.19 eV. The value obtained for the molar mass is 156.5 g/mol.

=====

Version Q
The following is a DFT calculation (ωB97M-V/def2-TZVPD) of a 2-piece molecular cluster, C4H10ClO2P overall.

Cartesian coordinates (Å):
H1 0.320 1.270 2.330
H2 1.516 0.122 1.878
C1 0.677 0.629 1.561
H3 -1.011 -2.226 0.382
H4 -1.458 2.167 -2.254
C2 -0.497 1.795 -2.529
Cl1 3.089 -2.682 1.803
H5 0.123 2.581 -3.044
H6 0.564 -2.339 1.134
O1 -0.017 1.304 -1.299
H7 1.181 1.414 0.824
H8 -1.323 0.197 0.745
C3 -0.340 -0.260 0.917
C4 -0.426 -1.731 1.232
H9 -0.700 -1.969 2.209
P1 0.012 -0.286 -0.954
H10 -0.700 0.977 -3.162
O2 -1.010 -0.961 -1.773

The HOMO energy (alpha / beta) is -0.3884 / -0.3003 Ha. As for the HOMO-LUMO gap (alpha / beta): 9.33 / 4.05 eV. The value obtained for the molar mass is 156.5 g/mol.

=====

Most stable to least stable: version Q, version P

=====

Version P
The following is a DFT calculation (ωB97M-V/def2-TZVPD) of a 2-piece molecular cluster, CH4NO3P overall.

Cartesian coordinates (Å):
N1 -0.590 -1.414 -0.303
C1 0.739 0.824 1.113
O1 -0.603 0.953 0.620
H1 -1.490 -1.164 0.080
H2 1.334 1.763 1.224
O2 1.416 0.268 -0.016
H3 -0.602 -2.162 -1.050
P1 -0.120 0.149 -0.681
H4 0.754 0.079 1.906
O3 -0.837 0.703 -2.892

The HOMO energy (alpha / beta) is -0.3466 / -0.3493 Ha. As for the HOMO-LUMO gap (alpha / beta): 8.68 / 8.56 eV. The value obtained for the molar mass is 109.0 g/mol.

=====

Version Q
The following is a DFT calculation (ωB97M-V/def2-TZVPD) of a single CH4NO3P molecule.

Cartesian coordinates (Å):
C1 0.991 -1.219 -0.004
P1 -0.709 0.062 0.048
H1 -1.403 2.151 -0.181
O1 0.369 -0.615 -1.008
H2 0.641 -2.200 0.010
O2 -2.090 -0.453 0.068
H3 2.075 -1.094 0.079
N1 -0.577 1.717 -0.044
H4 0.334 2.000 -0.143
O3 0.369 -0.350 1.177

The HOMO energy is -0.3997 Ha. As for the HOMO-LUMO gap: 11.66 eV. The value obtained for the molar mass is 109.0 g/mol.

=====

Most stable to least stable: version Q, version P

=====

Version P
The following is a DFT calculation (ωB97M-V/def2-TZVPD) of a single C23H33N5O2 molecule.

Cartesian coordinates (Å):
H1 -2.533 -1.463 1.853
C1 2.849 -2.167 0.811
N1 -2.988 -1.615 -0.171
C2 4.697 -0.727 0.306
H2 -2.639 3.220 1.780
C3 -3.950 2.551 0.193
H3 -4.264 2.928 -0.785
C4 0.319 2.981 -0.260
H4 -3.445 -1.319 -2.181
N2 -3.269 1.276 -0.011
C5 7.100 -1.408 0.267
C6 1.907 1.426 0.840
H5 -4.887 0.287 -0.962
N3 2.666 0.196 0.742
H6 -2.817 1.007 2.005
H7 9.781 0.211 -0.999
N4 3.934 0.324 0.429
C7 -3.280 0.450 1.189
C8 -1.895 4.000 -0.079
C9 -3.823 0.529 -1.130
C10 8.415 -1.154 -0.075
H8 2.610 2.249 0.966
H9 9.181 -1.874 0.174
C11 -3.024 -0.765 -1.342
H10 -4.859 2.419 0.804
H11 -1.299 4.807 0.356
O1 0.909 4.034 -0.111
H12 8.027 1.862 -1.541
H13 4.784 -2.902 0.355
C12 -5.436 -4.511 -0.442
H14 -3.644 4.484 1.068
H15 -1.990 -0.503 -1.587
H16 -3.318 -4.172 -0.664
H17 -5.121 -1.781 -0.095
H18 2.382 -3.128 0.954
C13 4.157 -2.035 0.492
H19 -5.371 -4.834 0.595
C14 -4.251 -3.625 -0.802
H20 1.253 1.346 1.712
H21 -5.460 -5.394 -1.076
H22 -4.318 0.208 1.485
C15 -4.204 -2.370 0.072
H23 1.716 1.721 -1.283
H24 0.361 0.828 -0.547
C16 -2.495 -0.846 0.954
H25 6.858 -2.316 0.799
N5 -1.017 2.875 -0.299
O2 0.814 -1.011 1.245
H26 -3.754 1.145 -2.031
H27 -1.445 -0.612 0.762
C17 6.101 -0.487 -0.044
H28 -2.297 4.350 -1.039
H29 -4.318 -3.343 -1.854
C18 -3.045 3.601 0.842
C19 8.753 0.018 -0.731
C20 1.059 1.655 -0.414
H30 -4.200 -2.682 1.119
H31 -6.372 -3.971 -0.573
C21 7.768 0.944 -1.035
C22 2.001 -1.006 0.961
C23 6.453 0.696 -0.694
H32 5.678 1.409 -0.925
H33 -1.506 1.982 -0.346

The HOMO energy is -0.2989 Ha. As for the structure (SMILES): CCCN1CCN(CCCNC(=O)CCn2nc(-c3ccccc3)ccc2=O)CC1. As for the HOMO-LUMO gap: 8.27 eV. The value obtained for the molar mass is 411.5 g/mol.

=====

Version Q
The following is a DFT calculation (ωB97M-V/def2-TZVPD) of a single C23H33N5O2 molecule.

Cartesian coordinates (Å):
C1 6.375 0.675 0.249
H1 5.809 -0.716 1.496
C2 3.865 2.033 0.398
C3 2.480 3.581 1.639
C4 1.801 0.683 -0.830
H2 -4.622 -3.725 0.724
H3 4.707 -2.225 -0.068
C5 -0.822 1.583 -0.753
N1 3.191 0.384 -1.152
H4 -6.632 -3.429 -1.255
C6 -5.206 -2.804 0.472
C7 7.190 -2.980 0.968
H5 5.796 -3.029 -1.305
H6 3.292 3.868 1.923
C8 0.127 2.223 0.173
H7 -7.110 -3.668 1.224
H8 -4.650 -1.882 0.752
C9 6.599 -0.593 1.175
C10 0.941 0.018 -1.594
H9 4.556 -0.919 -2.303
N2 -2.101 2.166 -0.421
C11 2.510 2.606 0.680
H10 -4.277 3.627 -0.258
C12 -3.390 1.709 -1.070
H11 7.597 -0.319 1.657
H12 7.376 0.686 -0.281
H13 4.613 2.533 0.792
C13 5.492 -0.679 -1.615
N3 -5.916 -0.268 -0.818
H14 6.301 -3.438 1.673
H15 -5.215 -2.497 -1.586
H16 -1.176 -0.154 -1.923
H17 -2.158 2.936 0.097
H18 -4.429 1.355 1.275
C14 1.568 1.683 -0.023
C15 -5.791 -2.450 -0.939
O1 -7.187 0.329 1.363
H19 7.306 -3.689 0.283
H20 1.805 4.548 1.161
C16 -5.169 1.771 0.596
H21 -5.894 -3.299 2.414
C17 -6.693 -1.271 -1.032
C18 4.064 0.915 -0.356
H22 -7.480 -1.321 -0.203
H23 -6.876 -1.986 1.819
N4 5.298 0.403 -0.852
C19 -4.465 2.356 -0.525
O2 -3.363 0.452 -1.801
H24 -5.495 2.566 1.199
H25 -5.024 -0.047 -1.107
H26 -7.082 -1.022 -1.818
H27 -5.202 2.474 -1.384
H28 7.936 -2.869 1.666
C20 -6.368 -2.925 1.649
C21 5.694 -2.053 -0.596
H29 -0.175 3.166 0.727
H30 1.637 3.351 2.330
C22 -6.215 0.549 0.491
H31 6.406 1.596 0.752
H32 6.396 -0.633 -2.178
N5 6.822 -1.659 -0.059
H33 1.059 -0.667 -2.312
C23 -0.427 0.389 -1.402

The HOMO energy is -0.2709 Ha. As for the structure (SMILES): CCCCNC(=O)CCC(=O)Nc1ccc2nc(N3CCN(C)CC3)cc(C)c2c1. As for the HOMO-LUMO gap: 6.96 eV. The value obtained for the molar mass is 411.5 g/mol.

=====

Most stable to least stable: version P, version Q